50
Properties=species:S:1:pos:R:3 method="wB97M-V/def2-TZVPD" homo_lumo_gap_ev=6.76 de_lowest_kcal_mol=22.1 charge=+1 total_energy_ev=-26662.6675
C -2.4505 -1.1997 1.2714
N -0.9968 -1.2380 1.3259
C -0.3563 -0.3108 2.2430
C 1.0168 -0.8006 2.5802
C 1.7661 -0.9420 1.2911
N 1.0450 -1.8081 0.3635
C 1.8621 -2.2660 -0.7477
C -0.3223 -1.9591 0.3740
C -1.0754 -2.8617 -0.4436
H -2.8411 -2.2489 1.2759
H -2.7940 -0.6077 2.1836
H -2.7959 -0.6842 0.3210
H -0.2838 0.6707 1.7437
H -0.9872 -0.2272 3.1312
H 1.5221 -0.0707 3.2211
H 0.9591 -1.7705 3.0849
H 1.8933 0.0480 0.8228
H 2.7544 -1.3802 1.4541
H 1.4893 -3.2117 -1.1393
H 1.8793 -1.5322 -1.5844
H 2.9136 -2.3726 -0.3819
H -0.5342 -3.4944 -1.1376
H -2.0743 -2.4702 -0.7630
C -4.8859 -4.9278 3.4648
N -3.8639 -4.6876 2.4495
C -4.2805 -4.6676 1.1197
C -5.6379 -4.7889 0.7670
C -6.0351 -4.7848 -0.5599
C -5.0963 -4.7056 -1.6010
C -3.7568 -4.5850 -1.2838
C -3.3207 -4.5688 0.0646
C -1.9245 -4.5375 0.3628
C -1.5270 -4.5948 1.7358
C -2.5102 -4.7134 2.7765
C -2.0339 -4.8683 4.0955
C -0.6683 -4.8724 4.3735
C 0.2867 -4.7845 3.3462
C -0.1415 -4.6349 2.0521
H -4.4307 -4.9677 4.4426
H -5.6063 -4.1153 3.4491
H -5.4038 -5.8693 3.2808
H -6.3890 -4.8494 1.5628
H -7.0944 -4.8448 -0.8047
H -5.4087 -4.7207 -2.6261
H -3.0045 -4.5157 -2.0451
H -1.2087 -4.9750 -0.4018
H -2.7220 -4.9471 4.9385
H -0.3417 -4.9575 5.4037
H 1.3393 -4.8247 3.5750
H 0.5640 -4.6027 1.2322

=====

55
Properties=species:S:1:pos:R:3 method="wB97M-V/def2-TZVPD" homo_lumo_gap_ev=8.22 de_lowest_kcal_mol=64.5 total_energy_ev=-36349.5921 smiles="CCOC(=O)/C(C#N)=C/C(C(=O)OCC)=C(/N)N1CCN(c2ccccc2)CC1"
C 0.2844 -5.3713 -1.2265
C 1.0541 -4.3753 -0.3703
O 0.6688 -3.0350 -0.6557
C -0.4355 -2.5741 -0.0401
O -1.0829 -3.2134 0.7575
C -0.7293 -1.1895 -0.4335
C 0.1027 -0.6064 -1.3979
N 0.7681 -0.1236 -2.2035
C -1.8436 -0.5785 0.0889
C -2.3142 0.7270 -0.1571
C -3.7422 0.9754 0.0073
O -4.3421 1.9474 -0.4384
O -4.3718 0.0287 0.7122
C -5.7744 0.2046 0.8985
C -6.3096 -1.0132 1.6275
C -1.5079 1.7987 -0.6376
N -2.0575 2.7152 -1.4548
N -0.2301 1.9505 -0.2544
C 0.6475 2.8841 -0.9353
C 2.1077 2.4343 -0.8727
N 2.5511 2.1310 0.4853
C 3.5555 1.1706 0.6008
C 4.5838 1.1579 -0.3486
C 5.6288 0.2612 -0.2577
C 5.6872 -0.6518 0.7811
C 4.6783 -0.6504 1.7264
C 3.6255 0.2418 1.6411
C 1.4720 2.1834 1.4399
C 0.3009 1.3339 0.9440
H 0.6481 -6.3768 -1.0344
H 0.4160 -5.1382 -2.2805
H -0.7747 -5.3264 -0.9838
H 2.1241 -4.4130 -0.5861
H 0.8793 -4.5768 0.6924
H -2.4761 -1.2212 0.6881
H -5.9453 1.1222 1.4741
H -6.2503 0.3272 -0.0812
H -7.3798 -0.9076 1.7793
H -5.8202 -1.1165 2.5921
H -6.1179 -1.9101 1.0451
H -1.6390 3.6262 -1.5432
H -3.0765 2.6627 -1.4963
H 0.5445 3.8929 -0.5115
H 0.3671 2.9140 -1.9905
H 2.2132 1.5443 -1.5056
H 2.7214 3.2407 -1.2921
H 4.5733 1.8666 -1.1606
H 6.4068 0.2785 -1.0070
H 6.5037 -1.3539 0.8511
H 4.6994 -1.3603 2.5409
H 2.8549 0.1829 2.3941
H 1.1592 3.2261 1.5626
H 1.8118 1.8345 2.4121
H -0.4965 1.2564 1.6889
H 0.6787 0.3235 0.7416

=====

53
Properties=species:S:1:pos:R:3 method="wB97M-V/def2-TZVPD" homo_lumo_gap_ev=8.35 de_lowest_kcal_mol=15.1 total_energy_ev=-41042.7907 smiles=Cc1sc2nc(CN3CCOCC3)nc(NCCc3ccccc3)c2c1C
C 2.2543 3.0318 4.6758
C 1.9333 2.1721 3.5008
S 3.2466 1.3817 2.6575
C 2.1274 0.6661 1.5457
N 2.5066 -0.1246 0.5518
C 1.5299 -0.5806 -0.2116
C 1.9202 -1.4604 -1.3728
N 2.0825 -0.8078 -2.6567
C 3.0984 0.2262 -2.7259
C 2.5677 1.6258 -2.3886
O 1.4487 1.9579 -3.1835
C 0.4110 1.0169 -2.9999
C 0.8800 -0.3995 -3.3571
N 0.2375 -0.3310 -0.0415
C -0.1551 0.4593 0.9559
N -1.4805 0.7116 1.0487
C -2.4285 0.0286 0.2038
C -2.6984 -1.4152 0.6619
C -3.5357 -2.1305 -0.3567
C -2.9467 -2.6014 -1.5243
C -3.7065 -3.2332 -2.4911
C -5.0685 -3.4015 -2.3026
C -5.6639 -2.9344 -1.1442
C -4.9014 -2.3000 -0.1785
C 0.8019 1.0299 1.8340
C 0.7129 1.9040 2.9651
C -0.5616 2.4760 3.5044
H 1.9394 4.0608 4.5006
H 1.7520 2.6673 5.5719
H 3.3259 3.0265 4.8549
H 2.8779 -1.9276 -1.1262
H 1.1602 -2.2360 -1.4942
H 3.9146 -0.0290 -2.0500
H 3.4736 0.2393 -3.7563
H 3.3249 2.3831 -2.5994
H 2.2956 1.6818 -1.3242
H -0.4016 1.3299 -3.6587
H 0.0630 1.0449 -1.9577
H 0.0825 -1.1149 -3.1540
H 1.1143 -0.4238 -4.4285
H -1.8209 1.1044 1.9094
H -3.3576 0.6030 0.1939
H -2.0119 0.0042 -0.8051
H -3.1976 -1.4074 1.6333
H -1.7338 -1.9157 0.7656
H -1.8833 -2.4722 -1.6666
H -3.2368 -3.5973 -3.3932
H -5.6630 -3.8968 -3.0560
H -6.7255 -3.0639 -0.9914
H -5.3723 -1.9385 0.7252
H -0.3480 3.1807 4.3029
H -1.1968 1.6891 3.9146
H -1.1059 3.0043 2.7218

=====

59
Properties=species:S:1:pos:R:3 method="wB97M-V/def2-TZVPD" homo_lumo_gap_ev=8.55 total_energy_ev=-69787.8312 smiles="CCn1c(SCC(=O)Nc2nccs2)nnc1-c1ccc(S(=O)(=O)N2CCCCCC2)cc1"
C -0.0432 -3.2980 0.2178
C 0.8863 -2.9683 -0.9448
N 1.5222 -1.6871 -0.7603
C 2.8469 -1.4996 -0.5007
S 4.0262 -2.7683 -0.4987
C 5.4127 -1.7793 0.1305
C 4.9774 -1.0802 1.3963
O 4.3767 -1.6273 2.2895
N 5.3318 0.2425 1.5276
C 5.8416 1.1156 0.6083
N 6.4661 0.8256 -0.4792
C 6.8452 1.9392 -1.1531
C 6.5223 3.1174 -0.5688
S 5.6800 2.8418 0.9099
N 3.1005 -0.2445 -0.2325
N 1.9413 0.4153 -0.2875
C 0.9882 -0.4263 -0.6022
C -0.4012 -0.0205 -0.7311
C -1.2873 -0.6070 -1.6344
C -2.5977 -0.1696 -1.7024
C -3.0214 0.8573 -0.8813
S -4.7542 1.3209 -0.8950
O -4.8843 2.6515 -0.3824
O -5.2972 1.0087 -2.1844
N -5.4383 0.2882 0.1985
C -5.5625 -1.0894 -0.1981
C -6.6464 -1.8362 0.5859
C -7.8694 -0.9713 0.8992
C -7.7243 -0.1888 2.2058
C -6.7701 0.9995 2.1167
C -5.3786 0.6302 1.5986
C -2.1476 1.4736 -0.0044
C -0.8386 1.0391 0.0686
H -0.8529 -2.5743 0.2825
H 0.5118 -3.2868 1.1530
H -0.4673 -4.2879 0.0758
H 1.6864 -3.7112 -1.0056
H 0.3411 -2.9780 -1.8922
H 5.7346 -1.0722 -0.6319
H 6.2060 -2.4933 0.3531
H 4.9430 0.6723 2.3601
H 7.3708 1.8208 -2.0825
H 6.7227 4.1135 -0.9048
H -0.9564 -1.3840 -2.3048
H -3.2969 -0.5972 -2.4034
H -5.8193 -1.0590 -1.2587
H -4.6015 -1.6211 -0.0874
H -6.9454 -2.6998 -0.0108
H -6.2310 -2.2168 1.5213
H -8.0457 -0.2807 0.0742
H -8.7420 -1.6222 0.9884
H -8.7063 0.1861 2.5025
H -7.3844 -0.8699 2.9909
H -7.1773 1.7499 1.4376
H -6.6700 1.4532 3.1048
H -4.7295 1.5027 1.6901
H -4.9449 -0.1945 2.1743
H -2.5022 2.2970 0.5948
H -0.1311 1.5061 0.7350

=====

57
Properties=species:S:1:pos:R:3 method="wB97M-V/def2-TZVPD" homo_lumo_gap_ev="7.64 / 5.55" de_lowest_kcal_mol=0.0 spin_multiplicity=5 charge=+4 total_energy_ev=-48158.1696
Pt 0.3888 0.8200 -0.2910
N -3.2298 -1.5498 2.0117
C -2.5032 -0.5431 1.4859
N -1.2466 -0.6599 1.1382
C -0.6406 -1.8588 1.3521
N 0.6674 -2.0476 1.0667
N 1.3597 -1.0283 0.5377
C 2.6616 -1.2115 0.4606
C 3.4846 -0.1445 -0.0331
C 4.8588 -0.2817 -0.0661
C 5.6457 0.8035 -0.4900
C 5.0049 1.9738 -0.8212
C 3.6048 2.0399 -0.7584
N 2.8481 1.0087 -0.3879
C -1.3243 -2.9792 1.9139
C -0.7480 -4.2352 2.1700
C -1.5055 -5.2500 2.6864
C -2.8945 -5.0559 2.9891
C -3.4820 -3.8361 2.7731
C -2.7186 -2.7966 2.2480
H -4.1998 -1.3399 2.2588
H -3.0230 0.3951 1.3510
H 3.0835 -2.1612 0.8143
H 5.3292 -1.2183 0.2260
H 6.7247 0.7326 -0.5225
H 5.5494 2.8485 -1.1253
H 3.0990 2.9603 -1.0052
H 0.2935 -4.3813 1.9470
H -1.0544 -6.2094 2.8881
H -3.4770 -5.8737 3.4028
H -4.5258 -3.6711 3.0127
N 0.5567 2.3179 -2.1253
C -0.7130 3.0546 -2.4613
C -1.2049 3.8349 -1.2706
C -1.6786 2.9638 -0.0966
C -0.9649 3.1889 1.2232
N 0.4085 2.5917 1.1644
H 1.2899 3.0002 -1.9378
H 0.8734 1.7572 -2.9184
H -1.4402 2.3012 -2.7806
H -0.4721 3.7042 -3.3047
H -2.0234 4.4697 -1.6120
H -0.4385 4.5394 -0.9319
H -1.6213 1.8674 -0.3771
H -2.7565 3.0540 0.0453
H -1.4758 2.7064 2.0651
H -0.8934 4.2536 1.4624
H 0.7373 2.3521 2.1029
H 1.0751 3.2964 0.8476
S -0.4416 -2.4599 -3.7858
C -1.8426 -1.5832 -3.3564
C -1.5876 -0.6864 -2.3824
N -0.2658 -0.6780 -1.9462
C 0.4354 -1.5803 -2.6267
H -2.7751 -1.7573 -3.8494
H -2.2966 -0.0064 -1.9360
H 1.4849 -1.7513 -2.4451

=====

56
Properties=species:S:1:pos:R:3 method="wB97M-V/def2-TZVPD" homo_lumo_gap_ev=9.66 de_lowest_kcal_mol=0.0 total_energy_ev=-34489.3560 smiles=CCOCB1OBOB(O)O1.c1ccccc1.c1ccccc1.c1ccccc1
C -6.0010 -0.6340 -1.6242
C -4.6277 -1.1158 -1.2122
O -4.6223 -1.3385 0.1859
C -3.5465 -2.1706 0.6306
B -2.3073 -1.2180 0.8631
O -2.3774 -0.1638 1.7621
B -2.0589 1.0555 1.1875
O -1.2285 1.1132 0.0890
B -1.0143 -0.0606 -0.6171
O -0.7374 -0.0138 -1.9451
O -1.1741 -1.2713 0.0571
H -5.9783 -0.2266 -2.6353
H -6.3288 0.1460 -0.9359
H -6.7251 -1.4466 -1.5717
H -3.8724 -0.3591 -1.4873
H -4.3625 -2.0421 -1.7386
H -3.8777 -2.6681 1.5446
H -3.3258 -2.9379 -0.1198
H -2.5345 2.0482 1.6316
H -0.9987 -0.8330 -2.3937
C -3.8255 2.5368 -6.6510
C -4.2653 2.5840 -5.3352
C -3.5116 1.9918 -4.3313
C -2.3191 1.3514 -4.6408
C -1.8823 1.3022 -5.9578
C -2.6344 1.8957 -6.9623
H -4.4105 3.0018 -7.4341
H -5.1942 3.0840 -5.0923
H -3.8515 2.0335 -3.3034
H -1.7346 0.8932 -3.8551
H -0.9532 0.8025 -6.2013
H -2.2922 1.8591 -7.9886
C 0.6395 -0.4225 3.2690
C 2.0084 -0.3422 3.0521
C 2.8741 -0.1906 4.1260
C 2.3699 -0.1182 5.4176
C 1.0010 -0.1941 5.6345
C 0.1355 -0.3467 4.5598
H -0.0364 -0.5463 2.4358
H 2.4011 -0.3982 2.0441
H 3.9419 -0.1313 3.9557
H 3.0453 -0.0019 6.2555
H 0.6082 -0.1342 6.6415
H -0.9331 -0.4060 4.7247
C 6.1503 -0.8955 1.1589
C 7.2869 -1.6828 1.2804
C 8.3157 -1.2902 2.1253
C 8.2090 -0.1101 2.8482
C 7.0739 0.6792 2.7245
C 6.0452 0.2862 1.8795
H 5.3458 -1.2035 0.5032
H 7.3707 -2.6029 0.7166
H 9.2015 -1.9049 2.2210
H 9.0108 0.1947 3.5084
H 6.9905 1.6007 3.2864
H 5.1594 0.9019 1.7836

=====

56
Properties=species:S:1:pos:R:3 method="wB97M-V/def2-TZVPD" homo_lumo_gap_ev=9.35 de_lowest_kcal_mol=7.9 total_energy_ev=-45724.3093 smiles=COCCn1nnnc1[C@@H](C(C)C)N(Cc1cccnc1)Cc1ccccc1Cl
C 1.0266 0.9527 5.3335
O -0.1736 0.2193 5.1956
C -0.8023 0.3591 3.9542
C -0.1412 -0.4832 2.8337
N 0.5938 0.3123 1.8936
N 1.7592 0.8830 2.2260
N 2.1578 1.5602 1.2374
N 1.3050 1.4791 0.2270
C 0.3224 0.6940 0.6149
C -0.8478 0.2654 -0.2134
C -1.8492 1.4289 -0.3895
C -3.1411 0.8979 -1.0015
C -2.1435 2.1135 0.9430
N -0.4574 -0.2930 -1.4985
C 0.2664 0.5969 -2.3991
C -0.6686 1.2798 -3.3646
C -1.5938 0.5505 -4.1035
C -2.4292 1.2128 -4.9863
C -2.3040 2.5894 -5.1011
N -1.4226 3.2939 -4.4136
C -0.6300 2.6545 -3.5724
C 0.0096 -1.6658 -1.4190
C 1.1406 -1.9134 -0.4426
C 2.3801 -1.3048 -0.6251
C 3.4044 -1.4574 0.2901
C 3.2196 -2.2506 1.4095
C 2.0097 -2.8911 1.6022
C 0.9853 -2.7145 0.6851
Cl -0.5172 -3.5392 0.9970
H 0.8389 2.0272 5.2244
H 1.3897 0.7481 6.3380
H 1.7777 0.6526 4.5973
H -0.8343 1.4164 3.6528
H -1.8247 0.0068 4.1116
H 0.5539 -1.1846 3.3026
H -0.8969 -1.0485 2.2887
H -1.3675 -0.5375 0.3244
H -1.4045 2.1629 -1.0644
H -2.9273 0.3336 -1.9038
H -3.8024 1.7221 -1.2564
H -3.6553 0.2469 -0.2969
H -2.8870 2.8929 0.7964
H -2.5345 1.4002 1.6670
H -1.2495 2.5792 1.3523
H 0.9667 0.0019 -2.9925
H 0.8450 1.3446 -1.8459
H -1.6536 -0.5218 -3.9804
H -3.1587 0.6752 -5.5726
H -2.9340 3.1566 -5.7736
H 0.0767 3.2739 -3.0333
H 0.3249 -1.9717 -2.4196
H -0.8472 -2.2863 -1.1377
H 2.5370 -0.6821 -1.4915
H 4.3433 -0.9510 0.1314
H 4.0123 -2.3723 2.1309
H 1.8520 -3.5239 2.4623

=====

74
Properties=species:S:1:pos:R:3 method="wB97M-V/def2-TZVPD" homo_lumo_gap_ev=10.24 de_lowest_kcal_mol=12.2 total_energy_ev=-78795.5952 smiles="O=C1OC[C@@H](F)O1.O=C1OC[C@@H](F)O1.O=C1OC[C@@H](F)O1.O=C1OC[C@@H](F)O1.O=C1OC[C@@H](F)O1.COC(=O)OC.COC(=O)OC"
O -2.0523 -2.4980 -1.0695
C -1.8200 -1.5845 -0.2427
O -1.3647 -0.3780 -0.5726
C -0.9447 0.2686 0.5702
C -2.0795 -0.2899 1.5289
F -3.3487 0.0145 1.2740
O -1.7915 -1.6294 1.1119
H 0.0819 0.0797 0.8841
H -1.0726 1.3388 0.4076
H -1.9534 -0.0875 2.5925
O -3.6243 -2.2282 -6.0641
C -4.7555 -2.2164 -5.5891
O -5.1423 -1.8689 -4.3904
C -6.4339 -2.4347 -4.0842
C -7.0366 -2.5662 -5.5023
F -7.7657 -1.5139 -5.8600
O -5.8505 -2.7019 -6.2997
H -6.3075 -3.4139 -3.6224
H -6.9611 -1.7678 -3.4019
H -7.7298 -3.4073 -5.4991
O 1.2980 1.5598 6.1555
C 1.9241 1.1548 7.1237
O 1.5492 0.9718 8.3579
C 2.6592 0.8075 9.2958
C 3.5749 0.0125 8.3998
F 3.2522 -1.3133 8.4385
O 3.1597 0.6296 7.1254
H 3.0581 1.7607 9.6427
H 2.4891 0.0780 10.0876
H 4.6404 0.1701 8.5671
O 2.8994 8.3849 0.9861
C 3.0843 7.2312 1.1417
O 4.1056 6.5336 0.7588
C 3.8671 5.2113 0.8915
C 2.8947 5.1804 2.0572
F 3.5235 4.8372 3.2855
O 2.2530 6.4083 1.8769
H 3.4792 4.7853 -0.0338
H 4.7986 4.6571 1.0073
H 2.1152 4.4448 1.8589
O -7.9925 -7.9325 0.3992
C -6.7879 -7.8289 0.4142
O -5.9178 -8.8630 0.7212
C -4.5810 -8.3085 0.9227
C -4.7044 -6.9100 0.2292
F -4.5957 -7.0328 -1.0707
O -6.0933 -6.7717 0.4728
H -4.3623 -8.2770 1.9900
H -3.8531 -8.9518 0.4281
H -4.1198 -6.0762 0.6178
C 0.4694 4.4883 -3.9532
O 1.6401 5.0061 -4.4383
C 1.9429 6.2970 -4.0512
O 1.2850 6.9599 -3.2032
O 3.0836 6.6327 -4.7005
C 3.8703 7.7776 -4.4153
H 0.3209 3.4103 -4.0158
H -0.3876 4.8954 -4.4898
H 0.3461 4.7448 -2.9010
H 4.9015 7.4398 -4.5183
H 3.6143 8.1223 -3.4134
H 3.7043 8.5469 -5.1695
C 3.0497 -1.8168 -2.8068
O 3.5991 -1.7569 -1.4497
C 4.1490 -2.7636 -0.8990
O 4.2691 -3.9259 -1.3920
O 4.3679 -2.4256 0.3222
C 4.3745 -3.3401 1.4405
H 2.6284 -2.7821 -3.0876
H 3.8614 -1.5294 -3.4751
H 2.1952 -1.1586 -2.9634
H 5.0762 -2.9264 2.1648
H 4.5308 -4.3663 1.1082
H 3.4427 -3.1976 1.9879